# C5H8O

A cluster of 2 separate species, C5H8O in total (ωB97M-V with the def2-TZVPD basis set, the Open Molecules 2025 dataset).

Output
Strongest force on any atom (eV Å⁻¹): 0.42
Energy relative to the best compared isomer or geometry (same formula, charge and spin) (kcal per mole): 64.5
Gap between HOMO and LUMO (eV): 10.2
Structure (SMILES): O=CC1=CCC1.[H][H]
E_LUMO (eV): 0.32

Cartesian coordinates (Å):
O: 2.9357 -0.5706 -0.3164
C: 2.0996 0.3065 -0.2984
C: 0.6566 0.0598 -0.3785
C: -0.4025 0.8812 -0.4153
C: -1.4040 -0.2468 -0.4993
C: -0.1708 -1.2041 -0.4522
H: 2.3889 1.3763 -0.2181
H: -0.5121 1.9624 -0.3912
H: -1.9843 -0.2823 -1.4272
H: -2.0899 -0.3328 0.3507
H: -0.0175 -1.8114 -1.3487
H: -0.1235 -1.8505 0.4297
H: -0.4110 0.6107 2.5206
H: -0.9652 1.1015 2.4442

Mulliken population analysis, charges in e, atoms 1 to 8: -0.4908 -0.1405 0.4843 -0.6503 -0.2832 -0.5444 0.2896 0.3715


# C5H8O

A cluster of 2 separate species, C5H8O in total (ωB97M-V with the def2-TZVPD basis set, the Open Molecules 2025 dataset).

Output
Strongest force on any atom (eV Å⁻¹): 1.22
Energy relative to the best compared isomer or geometry (same formula, charge and spin) (kcal per mole): 59.8
Gap between HOMO and LUMO (eV): 9.9
Structure (SMILES): C=C=O.C=CC
E_LUMO (eV): 1.05

Cartesian coordinates (Å):
C: 1.1576 1.5274 0.1303
C: 0.0677 1.6461 -0.6057
O: -0.7005 1.9553 -1.4351
H: 1.2378 1.0854 1.1115
H: 2.0013 2.0330 -0.3147
C: -1.3450 0.0360 0.4214
C: -0.6970 -0.8339 -0.3519
C: 0.4882 -1.5958 0.1054
H: -0.9820 0.2842 1.4166
H: -2.2664 0.4993 0.0997
H: -1.0950 -1.1379 -1.3189
H: -0.0834 -2.4399 0.4965
H: 1.1748 -1.9448 -0.6722
H: 1.0420 -1.1142 0.9171

Mulliken population analysis, charges in e, atoms 1 to 8: -1.0837 0.9518 -0.4034 0.2757 0.2639 -1.0241 0.0682 -0.8825


# C5H8O

A structure of composition C5H8O (ωB97M-V with the def2-TZVPD basis set, the Open Molecules 2025 dataset).

Output
Strongest force on any atom (eV Å⁻¹): 0.75
Energy relative to the best compared isomer or geometry (same formula, charge and spin) (kcal per mole): 119.2
Gap between HOMO and LUMO (eV): 9.2
E_LUMO (eV): 0.81

Cartesian coordinates (Å):
C: -0.3059 0.8493 1.1420
C: -0.8020 0.2361 -0.2058
C: 0.6226 0.5607 -0.7503
C: 0.9945 0.1698 0.6754
O: 0.5448 -1.2356 0.7324
C: -0.6891 -1.2189 0.2558
H: -0.2793 1.9387 1.1284
H: -0.7587 0.4616 2.0588
H: -1.7150 0.5435 -0.7170
H: 0.7618 1.6323 -0.9260
H: 1.0249 -0.0282 -1.5798
H: 1.9742 0.2524 1.1404
H: -0.8324 -2.1481 -1.1230
H: -0.5405 -2.0136 -1.8314

Mulliken population analysis, charges in e, atoms 1 to 8: -0.6370 -0.1966 -0.5100 -0.1296 -0.2238 -0.3395 0.2805 0.3071


Question: Number 3 is which compound?
Answer: C5H8O